{
  "formula": "C8H9N3OS",
  "method": "the ωB97M-V functional and the def2-TZVPD basis",
  "spin_multiplicity": 1,
  "orbital_gap_ev": 8.194,
  "e_lumo_ev": 0.774,
  "e_homo_ha": -0.2727,
  "smiles": "COc1cccc2s/c(=N\\N)[nH]c12",
  "de_lowest_kj_mol": 337.83,
  "molar_mass_g_mol": 195.25,
  "species": ["S", "O", "N", "N", "N", "C", "C", "C", "C", "C", "C", "C", "C", "H", "H", "H", "H", "H", "H", "H", "H", "H"],
  "xyz": [[1.5569, 0.0316, 2.1847], [-1.2475, 0.4455, -1.8793], [0.7407, 2.6073, 2.2859], [1.3965, 2.7528, 3.4796], [0.0203, 1.3061, 0.4926], [0.9818, -0.8410, 0.8016], [-2.4376, -0.0643, -2.5105], [0.6291, -2.6186, -0.8476], [-0.4919, -0.4132, -1.2433], [0.7396, 1.5478, 1.6754], [1.1437, -2.0845, 0.3455], [0.1737, -0.0276, 0.0013], [-0.2341, -1.7768, -1.6520], [1.7707, -2.8471, 1.1568], [0.7397, -3.5942, -1.1945], [2.2782, 2.5327, 3.4519], [-0.5682, 1.9836, 0.1443], [1.4729, 3.7292, 3.5167], [-0.5484, -2.1794, -2.4468], [-3.0366, -0.6641, -1.6734], [-2.1351, -0.7542, -3.3043], [-2.9444, 0.9285, -2.7846]],
  "forces_ev_per_angstrom": [[0.35, 0.03, 0.51], [-0.96, 1.37, -0.55], [-0.84, 1.93, -0.39], [-5.36, 1.44, 0.92], [2.39, -2.97, 1.33], [-1.70, 2.45, -1.55], [-0.76, 0.51, 2.12], [-1.78, 3.92, 0.26], [3.00, -3.80, 2.55], [-0.44, -2.80, -1.51], [2.88, -6.03, 2.14], [-1.91, 2.24, -1.72], [3.65, 3.62, 7.67], [-1.70, 2.06, -2.71], [0.53, -1.50, -0.06], [6.38, -2.63, -0.51], [-1.39, 1.43, -1.01], [-0.31, 1.77, 0.94], [-2.78, -2.67, -6.17], [0.96, 1.27, -1.92], [-0.53, 0.42, -0.21], [0.33, -2.06, -0.12]]
}